## one
A 10-piece molecular cluster, C6H31NO10 overall, computed with ωB97M-V/def2-TZVPD.

Values from the calculation:
HOMO energy   -7.627 eV

Bonds (Å) are listed after each position.
Geometry (Å):
1 C -0.40203 0.89464 -1.15079  C2 1.502, H9 1.083, H10 1.088, H11 1.096
2 C -0.60269 0.53466 0.29321  C1 1.502, C3 1.329, C5 1.547
3 C -1.76299 0.61617 0.93610  C2 1.329, N4 1.402, H12 1.088
4 N -2.94894 1.25650 0.55013  C3 1.402, H13 1.010, H14 1.005
5 C 0.57330 -0.25660 0.91266  C2 1.547, C6 1.518, H15 1.093, H16 1.089
6 C 1.94924 0.19192 0.45474  C5 1.518, C7 1.564, H17 1.087, H18 1.087
7 C 2.69479 -0.99571 -0.23853  C6 1.564, O8 1.437, H19 1.090, H20 1.092
8 O 2.32635 -1.16689 -1.61740  C7 1.437, H21 0.986
9 H 0.33617 0.21910 -1.56530  C1 1.083
10 H -1.31106 0.92906 -1.74691  C1 1.088
11 H 0.00060 1.91075 -1.22829  C1 1.096
12 H -1.86130 0.32161 1.97846  C3 1.088
13 H -3.22774 1.14779 -0.41447  N4 1.010
14 H -3.73212 1.13420 1.16721  N4 1.005
15 H 0.36034 -0.12392 1.97682  C5 1.093
16 H 0.28776 -1.25128 0.57295  C5 1.089
17 H 2.02189 0.98817 -0.28157  C6 1.087
18 H 2.61441 0.47386 1.26636  C6 1.087
19 H 2.51363 -1.90595 0.33387  C7 1.090
20 H 3.75089 -0.73011 -0.31857  C7 1.092
21 H 1.57823 -1.80695 -1.66593  O8 0.986
22 O -2.15416 -1.32430 -3.26832  H23 0.965, H24 0.960
23 H -2.00041 -1.60163 -4.18002  O22 0.965
24 H -3.10834 -1.27766 -3.17603  O22 0.960
25 O -0.56690 0.15949 4.67130  H26 0.963, H27 0.962
26 H 0.23610 0.25868 4.14841  O25 0.963
27 H -0.96786 1.03356 4.68717  O25 0.962
28 O -0.10596 -2.30698 -1.62974  H29 0.972, H30 0.973
29 H -0.70668 -1.75549 -2.15794  O28 0.972
30 H -0.65086 -2.70297 -0.92764  O28 0.973
31 O -0.86635 1.90499 -4.07258  H32 0.965, H33 0.953
32 H -0.01019 2.05262 -3.65197  O31 0.965
33 H -1.27146 1.13241 -3.68955  O31 0.953
34 O 0.26971 2.58066 3.16447  H35 0.965, H36 0.966
35 H 1.05514 3.04889 3.47396  O34 0.965
36 H 0.45836 2.50210 2.22055  O34 0.966
37 O -1.91627 -3.57754 0.07477  H38 0.976, H39 0.962
38 H -2.23264 -3.02355 0.81369  O37 0.976
39 H -2.66294 -4.17430 -0.03707  O37 0.962
40 O -1.85035 -2.25509 2.58925  H41 0.963, H42 0.952
41 H -1.36205 -1.54341 3.01669  O40 0.963
42 H -1.79490 -3.09845 3.02750  O40 0.952
43 O 3.26748 2.71465 1.55246  H44 0.965, H45 0.968
44 H 2.75788 3.51222 1.36282  O43 0.965
45 H 3.77231 2.62489 0.73151  O43 0.968
46 O 2.38748 1.30786 -2.83636  H47 0.965, H48 0.988
47 H 2.55748 0.99669 -3.73389  O46 0.965
48 H 2.30767 0.43064 -2.38819  O46 0.988

## two
A 9-piece molecular cluster, C6H31NO10 overall, computed with ωB97M-V/def2-TZVPD.

Values from the calculation:
HOMO energy   -9.869 eV

Bonds (Å) are listed after each position.
Geometry (Å):
1 C 1.10904 3.64337 -2.39746  O2 1.390, H10 1.083, H11 1.100, H12 1.097
2 O 0.07970 3.76789 -1.47142  C1 1.390, C3 1.378
3 C -0.03325 2.81186 -0.48612  O2 1.378, C4 1.546, H13 1.084, H14 1.077
4 C -0.79159 1.55336 -0.96757  C3 1.546, N5 1.477, H15 1.096, H16 1.092
5 N 0.04604 0.66000 -1.79304  C4 1.477, C6 1.459, H17 1.011
6 C -0.60294 -0.60977 -2.10112  N5 1.459, C7 1.466, H18 1.097, H19 1.089
7 C 0.26574 -1.37550 -2.99935  C6 1.466, O8 1.470, H20 1.079, H21 1.077
8 O 0.47445 -0.54269 -4.19269  C7 1.470, C9 1.436
9 C 1.25013 -1.22126 -5.19333  O8 1.436, H22 1.093, H23 1.085, H24 1.100
10 H 1.25949 4.56031 -2.95444  C1 1.083
11 H 0.95620 2.93119 -3.22129  C1 1.100
12 H 2.09554 3.37319 -2.00211  C1 1.097
13 H -0.71817 3.28960 0.20475  C3 1.084
14 H 0.91918 2.46534 -0.12272  C3 1.077
15 H -1.64908 1.92306 -1.54124  C4 1.096
16 H -1.11833 0.91659 -0.14318  C4 1.092
17 H 0.19205 1.15714 -2.66169  N5 1.011
18 H -1.58168 -0.39926 -2.54905  C6 1.097
19 H -0.75535 -1.15136 -1.16916  C6 1.089
20 H -0.12275 -2.29319 -3.41425  C7 1.079
21 H 1.25370 -1.62628 -2.65230  C7 1.077
22 H 1.77683 -2.05663 -4.72480  C9 1.093
23 H 2.08166 -0.63158 -5.56410  C9 1.085
24 H 0.56397 -1.57282 -5.97826  C9 1.100
25 O 1.33000 -3.61081 4.04144  H26 0.954, H27 0.958
26 H 1.49357 -4.05025 4.87241  O25 0.954
27 H 0.60511 -3.00583 4.20607  O25 0.958
28 O -2.86943 -0.09310 4.43208  H29 0.957, H30 0.965
29 H -2.62470 0.82667 4.33577  O28 0.957
30 H -2.91621 -0.43566 3.53086  O28 0.965
31 O -3.11845 -1.33451 1.81456  H32 0.968, H33 0.949
32 H -2.19060 -1.06692 1.75006  O31 0.968
33 H -3.07943 -2.28223 1.78153  O31 0.949
34 O 1.81908 0.00508 0.19647  H35 0.969, H36 1.011
35 H 2.56832 0.60895 0.08427  O34 0.969
36 H 1.15463 0.23237 -0.53114  O34 1.011
37 O -1.56280 2.11173 3.38658  H38 0.964, H39 0.964
38 H -1.14753 1.55512 2.71798  O37 0.964
39 H -1.89351 2.91063 2.96144  O37 0.964
40 O -0.62263 -1.46219 4.69494  H41 1.028, H42 0.968
41 H -1.55500 -1.02944 4.71125  O40 1.028
42 H -0.22090 -1.26598 5.55380  O40 0.968
43 O 2.22741 -2.75849 -0.24802  H44 0.954, H45 0.955
44 H 2.39735 -1.85668 0.01407  O43 0.954
45 H 3.02053 -3.03427 -0.70280  O43 0.955
46 O -0.27506 -0.03835 2.10735  H47 0.970, H48 0.970
47 H 0.49478 0.08689 1.53105  O46 0.970
48 H 0.01488 -0.58531 2.85388  O46 0.970

The energy of each structure relative to the most stable one, in hartree, is as follows: one 0.0000; two 0.0065.